No. 1
Formula: C31H22BrN4O5Sn
Source: OMol25
Level of theory: ωB97M-V/def2-TZVPD

Calculated values
Spin multiplicity = 1
Kohn-Sham gap = 7.0358 eV
E_tot = -4577.940833 Ha
HOMO energy = -10.51 eV
Charge = +1
Largest force on an atom = 2.7 eV/A

Each line ends with the Mulliken charge.
Geometry (Å):
Sn (11.63322, 9.95061, 12.87663)  1.271
C (11.17924, 9.85584, 17.48447)  -1.125
C (10.94206, 10.13983, 16.11389)  0.284
N (11.77479, 9.85046, 15.12325)  0.389
C (12.94977, 9.20810, 15.46550)  0.394
C (13.33436, 9.10307, 16.81039)  0.861
C (12.41773, 9.39830, 17.81984)  -0.689
C (14.65253, 8.69247, 17.07105)  -0.905
C (15.51919, 8.45264, 16.01318)  -1.275
C (15.03571, 8.37126, 14.70114)  -0.773
C (13.76914, 8.74655, 14.40974)  0.677
N (13.27058, 8.83110, 13.16970)  0.305
C (14.00918, 8.52725, 12.07493)  -0.900
C (14.57666, 7.25694, 11.80617)  0.059
C (14.98160, 6.94248, 10.49877)  -0.767
C (14.92426, 7.89395, 9.53859)  -1.153
C (14.61732, 9.27868, 9.85694)  1.395
C (14.75326, 10.35188, 8.93164)  -0.705
C (14.28074, 11.57378, 9.32121)  -0.861
C (13.39079, 11.68993, 10.43493)  -0.141
N (13.26226, 10.69085, 11.27799)  -0.146
C (13.98552, 9.51097, 11.07807)  0.411
H (10.40563, 10.06116, 18.22762)  0.456
H (9.97970, 10.57292, 15.88346)  0.254
H (12.66620, 9.14045, 18.84414)  0.441
H (14.99258, 8.68703, 18.09573)  0.431
H (16.53344, 8.18403, 16.25275)  0.385
H (15.74087, 7.99618, 13.98254)  0.506
H (14.67899, 6.46244, 12.55702)  0.543
H (15.26471, 5.89848, 10.23621)  0.375
H (15.23433, 7.66652, 8.54700)  0.486
H (15.15450, 10.07687, 7.95464)  0.450
H (14.32075, 12.42818, 8.61587)  0.334
H (12.61168, 12.43640, 10.48553)  0.508
O (10.10505, 13.73801, 13.77772)  -0.628
C (10.35544, 12.59575, 13.47726)  0.277
O (11.45585, 12.12942, 12.91889)  -0.456
C (9.29173, 11.57151, 13.75056)  0.202
C (8.22632, 11.86746, 14.55864)  -0.313
C (7.20819, 10.89990, 14.81972)  -0.469
C (7.31748, 9.72036, 14.06530)  -0.792
C (8.48952, 9.38059, 13.46249)  0.069
N (9.47067, 10.30216, 13.28571)  0.068
H (8.16983, 12.88023, 14.90583)  0.551
H (6.37861, 11.07016, 15.48757)  0.517
H (6.48891, 9.03011, 14.11706)  0.403
H (8.67146, 8.36240, 13.11532)  0.384
O (9.83295, 7.21134, 16.06147)  -0.575
H (10.07576, 6.75472, 15.21442)  0.290
H (10.00378, 6.52550, 16.74099)  0.288
Br (8.06256, 4.12378, 8.01474)  -0.174
C (9.48011, 5.32130, 8.58446)  -0.155
C (10.35968, 5.73850, 7.55460)  -0.423
C (11.39125, 6.56770, 7.89691)  -0.768
C (11.56284, 7.05118, 9.22284)  -0.106
C (10.59865, 6.78078, 10.20258)  0.218
C (9.52163, 5.88600, 9.86482)  -0.496
C (10.72875, 7.48053, 11.55795)  0.766
O (10.62042, 6.90417, 12.65001)  -0.546
O (11.00302, 8.77832, 11.41496)  -0.589
H (10.20692, 5.40512, 6.54353)  0.423
H (12.03219, 6.96950, 7.15320)  0.445
H (12.40584, 7.75069, 9.39335)  0.369
H (8.70435, 5.71715, 10.57392)  0.444

No. 2
Formula: C15H31ClCuP2
Source: OMol25
Level of theory: ωB97M-V/def2-TZVPD

Calculated values
Spin multiplicity = 2
⟨S²⟩ = 0.75
Kohn-Sham gap (alpha / beta) = 6.5906 / 5.5091 eV
E_tot = -3373.282540 Ha
HOMO energy (alpha / beta) = -6.61 / -6.61 eV
Charge = 0
Largest force on an atom = 4.4 eV/A

Each line ends with the Löwdin spin population.
Geometry (Å):
P (1.44532, -0.55448, -1.06071)  0.181
P (-2.08721, 0.36088, -0.95442)  0.000
C (0.26889, -0.16717, -2.45434)  0.057
C (-0.82875, 0.86564, -2.19416)  0.002
H (-0.16395, -1.13499, -2.74460)  0.004
H (0.90175, 0.15924, -3.28887)  0.002
H (-0.41779, 1.86524, -1.98571)  0.000
H (-1.42582, 0.93492, -3.11516)  0.001
C (-3.08502, -0.68959, -2.02311)  0.000
H (-4.00718, -0.95859, -1.49827)  0.000
H (-2.51804, -1.58534, -2.30687)  0.000
H (-3.30212, -0.07479, -2.91250)  0.000
C (-3.18175, 1.71716, -0.52401)  0.000
H (-3.92848, 1.76075, -1.33783)  0.000
H (-2.67040, 2.69575, -0.48875)  0.000
H (-3.70397, 1.54175, 0.42807)  0.000
C (2.54916, -2.04440, -1.38659)  0.074
H (3.47803, -2.01869, -0.78522)  0.000
H (2.84050, -2.02261, -2.44941)  0.006
H (2.05636, -3.01079, -1.20871)  0.004
C (2.90936, 0.40755, -1.98401)  -0.008
H (2.58329, 1.41837, -2.26959)  -0.001
H (3.19238, -0.11756, -2.90221)  -0.001
H (3.79252, 0.47782, -1.32768)  0.001
Cu (-1.60981, 1.27032, 3.80793)  0.001
C (-1.15349, -0.86386, -0.00584)  -0.001
C (0.14158, -1.61423, -0.23484)  -0.009
C (0.71522, -2.01450, 1.11862)  0.013
C (1.70603, -0.93760, 1.66348)  0.047
C (2.16160, 0.04822, 0.63398)  0.327
C (1.29330, 0.97442, -0.08498)  0.206
C (0.02938, 1.36392, 0.71523)  0.038
C (-0.92168, 0.23306, 1.09541)  0.003
C (0.10423, 1.29412, 4.61245)  0.001
H (-1.87162, -1.61162, 0.35864)  0.000
H (-0.00146, -2.46195, -0.92301)  0.000
H (1.23804, -2.97155, 1.02239)  0.000
H (-0.12717, -2.18163, 1.80352)  0.000
H (1.25635, -0.43645, 2.53031)  0.017
H (2.60010, -1.46720, 2.03247)  0.000
H (3.22794, 0.27803, 0.64701)  0.016
H (1.68288, 1.85476, -0.60008)  0.009
H (-0.52447, 2.11670, 0.13513)  0.000
H (0.34956, 1.91459, 1.62277)  0.006
H (-0.65061, -0.24411, 2.03562)  0.000
H (-1.88760, 0.70274, 1.36271)  0.000
H (0.07399, 2.13611, 5.31718)  0.000
H (0.88757, 1.39944, 3.84456)  0.000
H (0.15280, 0.31815, 5.14210)  0.000
Cl (-3.56973, 1.07403, 3.12190)  0.000

No. 3
Formula: C2H3N3O
Source: OMol25
Level of theory: ωB97M-V/def2-TZVPD

Calculated values
Spin multiplicity = 1
Structure (SMILES) = C1=NN1.C1=NO1
Kohn-Sham gap = 10.3679 eV
E_tot = -317.240977 Ha
HOMO energy = -9.41 eV
Charge = 0
Largest force on an atom = 3.8 eV/A

Each line ends with the Mulliken charge.
Geometry (Å):
C (1.56440, 1.20149, 0.32779)  0.188
N (0.61709, 0.43661, 0.56495)  -0.224
N (2.13478, 0.03585, 0.76573)  -0.476
H (1.85214, 2.10767, -0.14736)  0.284
H (2.42502, -0.50174, 0.02002)  0.216
C (-1.99756, -1.02683, -0.32101)  0.360
N (-2.00590, -0.09364, -1.17067)  -0.353
O (-2.63237, -0.10882, 0.31528)  -0.345
H (-1.95760, -2.05060, -0.35474)  0.351

No. 4
Formula: C2H3NP2
Source: OMol25
Level of theory: ωB97M-V/def2-TZVPD

Calculated values
Spin multiplicity = 1
Kohn-Sham gap (alpha / beta) = 7.5108 / 7.5101 eV
E_tot = -815.293863 Ha
HOMO energy (alpha / beta) = -7.86 / -7.86 eV
Charge = 0
Largest force on an atom = 2.2 eV/A

Each line ends with the Mulliken charge.
Geometry (Å):
C (1.12670, -0.35124, -0.63587)  -0.178
C (-2.72982, 0.57909, -0.88215)  -0.041
N (1.46187, -0.14481, 0.50037)  0.025
P (-1.51091, -0.15408, -1.50061)  -0.378
P (1.44922, 0.21152, 2.04314)  -0.177
H (1.68270, -0.19941, -1.53942)  0.292
H (-3.53604, 1.06117, -0.39987)  0.429
H (2.05629, -1.00224, 2.41442)  0.028

What did we get for relative energy (zero: lowest compared OMol25 entry of this formula, charge and spin)? Answer: 0.0 34.1 764.9 346.0 kJ/mol, in the order shown.